No. 1
{"formula": "C4H5NO", "method": "the ωB97M-V functional and the def2-TZVPD basis", "elements": ["C", "C", "C", "C", "N", "O", "H", "H", "H", "H", "H"], "xyz": [[0.124605, -1.728819, -1.747930], [0.203508, -0.724854, -0.688915], [0.205577, 0.098659, 0.193982], [0.435364, 1.184028, 1.152985], [-0.683313, 1.720718, 1.725615], [1.550761, 1.604684, 1.402790], [0.526805, -1.342014, -2.692811], [-0.924567, -2.000878, -1.899759], [0.689295, -2.626304, -1.471267], [-0.518402, 2.490027, 2.357450], [-1.609632, 1.324751, 1.667859]], "atomic_forces_ev_per_a": [[-0.059, -0.009, 0.025], [-0.125, 0.416, 0.471], [0.253, -0.263, -0.455], [0.012, 0.093, 0.169], [0.071, 0.074, 0.061], [-0.403, -0.192, -0.194], [-0.078, -0.052, 0.263], [0.187, -0.063, -0.072], [-0.117, 0.174, -0.064], [-0.085, -0.158, -0.014], [0.343, -0.021, -0.189]], "mulliken_charge": [-1.218, 0.975, -0.164, 0.036, -0.373, -0.570, 0.293, 0.278, 0.297, 0.226, 0.220], "smiles": "CC#CC(N)=O", "lumo_ha": 0.0307, "fmax_ha_per_bohr": 0.0125, "homo_energy_ha": -0.36327, "relative_energy_kcal_mol": 27.4}



No. 2
{"formula": "C4H30NO15", "method": "the ωB97M-V functional and the def2-TZVPD basis", "elements": ["O", "C", "C", "C", "C", "O", "O", "N", "H", "H", "H", "H", "H", "H", "H", "H", "O", "H", "H", "O", "H", "H", "O", "H", "H", "O", "H", "H", "O", "H", "H", "O", "H", "H", "O", "H", "H", "O", "H", "H", "O", "H", "H", "O", "H", "H", "O", "H", "H", "O"], "xyz": [[-3.595986, 1.234928, -0.349023], [-2.661845, 0.564965, -0.712019], [-2.685701, -0.912109, -1.023121], [-2.232385, -1.693631, 0.269202], [-0.752421, -1.445019, 0.634528], [0.052461, -2.053297, -0.123019], [-0.453642, -0.780689, 1.652124], [-1.913436, -1.281051, -2.240592], [-1.673550, 1.040976, -0.840875], [-3.685182, -1.313507, -1.195671], [-2.802523, -1.128551, 1.011689], [-2.497751, -2.736183, 0.161262], [-2.451561, -1.956167, -2.724059], [-1.002055, -1.603843, -1.967904], [-1.888997, -0.932078, 2.771162], [-2.612261, -0.191614, 3.839499], [-2.656333, -1.013156, 3.349829], [1.915549, -3.197604, 1.749419], [1.971091, -2.239986, 0.478992], [2.396819, -2.494043, 1.316584], [3.539629, 0.818758, 1.960463], [3.227864, 1.979536, 1.200957], [3.764390, 1.755660, 1.970153], [3.455987, -0.628313, -0.385039], [3.563687, -2.185466, -0.543397], [3.346530, -1.365386, -0.987312], [-1.049718, 3.970879, 0.948484], [-2.384632, 3.646175, 0.495704], [-1.816501, 4.425754, 0.573623], [1.570228, -0.296355, 0.088497], [1.408004, 0.331470, 1.491298], [1.753287, 0.486347, 0.602528], [0.215236, -3.172663, -1.483977], [1.466392, -3.717531, -2.301982], [0.520988, -3.767263, -2.185359], [0.309855, 3.112035, -3.303099], [0.148246, 1.742174, -3.921994], [0.205649, 2.680915, -4.162422], [0.790288, 0.146616, -2.062881], [-0.768670, 0.435892, -2.527122], [0.107210, 0.775270, -2.296078], [-1.125237, 1.448887, 1.706715], [0.304456, 1.494616, 1.114596], [-0.479502, 2.028699, 1.296115], [1.614883, 3.000380, -1.446922], [0.698125, 4.144606, -1.329830], [1.412564, 3.825762, -1.883518], [0.547821, -0.809138, 3.323895], [1.847575, -1.289198, 3.842685], [1.035076, -0.887459, 4.147211]], "atomic_forces_ev_per_a": [[-0.198, -0.290, 0.157], [0.263, 0.314, -0.511], [0.415, -1.857, -0.081], [-0.056, 2.691, 0.038], [-0.605, -1.694, -0.516], [0.614, 0.785, -0.061], [-0.251, 0.157, -0.070], [-0.397, 1.892, 1.071], [0.024, -0.047, 0.107], [-0.310, 0.730, 0.100], [-0.349, -0.989, 0.372], [0.150, -0.163, 0.209], [0.032, -0.782, -0.640], [0.195, -0.534, -0.146], [0.504, -0.173, -0.279], [-0.178, 0.145, 0.347], [-0.350, 0.088, 0.231], [-0.488, -0.047, -0.335], [-0.776, -0.543, 0.650], [1.148, 0.313, 0.133], [0.346, -0.207, 0.505], [0.090, 0.591, -0.034], [-0.170, -0.268, -0.328], [0.314, -0.101, 0.428], [0.259, 0.096, 0.497], [-0.317, 0.134, -1.095], [0.229, 0.168, 0.078], [-0.314, 0.278, -0.287], [0.025, -0.467, 0.106], [-0.614, -0.650, -0.052], [0.055, -0.797, -0.090], [0.722, 1.084, 0.098], [0.566, 0.109, 0.319], [0.202, 0.384, 0.289], [-0.697, -0.622, -0.627], [0.286, -0.022, -0.163], [0.176, 0.528, -0.008], [-0.336, -0.174, -0.484], [-0.549, -0.744, -0.189], [0.477, -1.107, 0.111], [0.330, 1.312, 0.147], [0.172, -0.264, 0.016], [-0.412, 0.066, -0.325], [-0.087, 0.694, 0.104], [0.258, -0.613, -0.022], [-0.360, 0.430, 0.142], [-0.053, 0.276, 0.191], [-0.541, -0.054, -0.352], [0.415, -0.185, 0.048], [0.140, 0.127, 0.201]], "mulliken_charge": [-0.540, -0.213, 0.447, -1.220, 0.721, -0.661, -0.799, -0.625, 0.259, 0.524, 0.354, 0.483, 0.299, 0.094, 0.314, 0.320, -0.668, 0.311, 0.285, -0.639, 0.327, 0.336, -0.640, 0.347, 0.287, -0.653, 0.379, 0.316, -0.669, -0.170, 0.463, -0.313, 0.507, 0.275, -0.692, 0.377, 0.341, -0.672, 0.214, 0.369, -0.727, 0.307, 0.296, -0.667, 0.305, 0.362, -0.708, 0.408, 0.327, -0.675], "lumo_ha": 0.0886, "fmax_ha_per_bohr": 0.0523, "homo_energy_ha": -0.26818, "total_charge": -1, "relative_energy_kcal_mol": 56.6}